(1)
Entry from OMol25: a molecular structure, C18H46N3O4PRuS2Si4Te (ωB97M-V/def2-TZVPD).

Geometry (Å):
Ru -0.727 0.841 0.193
C -1.629 -4.758 2.580
C -2.428 -3.483 2.502
O -1.494 -2.372 2.591
P -1.975 -0.890 2.379
S -0.483 0.377 2.706
S -2.748 -0.611 0.520
O -3.132 -0.764 3.451
C -3.871 0.480 3.580
C -4.035 0.791 5.046
H -2.303 -5.613 2.529
H -1.079 -4.808 3.519
H -0.922 -4.823 1.755
H -3.137 -3.394 3.324
H -2.969 -3.401 1.556
H -4.827 0.337 3.077
H -3.321 1.274 3.071
H -4.552 -0.020 5.558
H -4.621 1.703 5.163
H -3.063 0.940 5.516
N 4.773 0.430 -1.061
C 3.735 -0.352 -0.401
C 2.406 0.377 -0.491
O 2.446 1.532 -1.109
O 1.384 -0.081 -0.011
H 5.521 0.691 -0.436
H 3.399 1.637 -1.374
H 5.175 -0.047 -1.855
H 3.938 -0.510 0.659
H 3.596 -1.339 -0.843
C -5.208 2.452 0.463
Si -4.450 3.369 -0.983
C -5.707 4.560 -1.708
C -3.884 2.150 -2.288
Si -2.664 4.720 -0.270
Te -0.466 3.486 0.003
Si -2.115 6.396 -1.833
C -0.410 7.082 -1.474
C -2.141 5.627 -3.545
C -3.395 7.759 -1.699
Si -3.000 5.592 1.896
C -1.649 6.823 2.300
C -4.676 6.434 1.882
C -3.008 4.182 3.131
H -6.045 1.839 0.118
H -5.588 3.140 1.221
H -4.480 1.787 0.931
H -6.610 4.019 -2.004
H -5.318 5.065 -2.594
H -6.000 5.325 -0.986
H -4.742 1.596 -2.679
H -3.180 1.430 -1.866
H -3.392 2.650 -3.125
H 0.365 6.325 -1.606
H -0.332 7.466 -0.455
H -0.194 7.905 -2.160
H -1.427 4.803 -3.613
H -1.871 6.367 -4.303
H -3.129 5.238 -3.798
H -3.349 8.247 -0.723
H -4.410 7.385 -1.842
H -3.210 8.522 -2.459
H -1.679 7.681 1.626
H -0.657 6.372 2.230
H -1.777 7.196 3.319
H -4.721 7.236 1.143
H -4.883 6.872 2.862
H -5.478 5.726 1.660
H -2.093 3.586 3.086
H -3.855 3.519 2.941
H -3.107 4.570 4.148
N -1.416 -0.710 -2.550
C -1.435 -0.740 -3.891
C -0.760 0.379 -4.328
C -0.364 1.035 -3.157
N -0.770 0.368 -2.082
H -1.838 -1.348 -1.891
H -1.920 -1.537 -4.428
H -0.583 0.677 -5.346
H 0.189 1.952 -3.037

Calculated values
Energy relative to the best compared isomer or geometry (same formula, charge and spin) = 0.0 kJ/mol
2S+1 = 6
Total charge = +1
HOMO level (alpha / beta) = -9.68 / -10.80 eV

Löwdin population analysis, charges in e, atoms 1 to 4: Ru 0.59; C -0.07; C -0.27; O -0.32


(2)
Entry from OMol25: 4 unconnected molecules or ions with the total composition C18H46N3O7 (ωB97M-V/def2-TZVPD).

Geometry (Å):
O 0.319 0.023 -0.099
H 0.431 -0.827 -0.541
C -0.216 -5.472 0.679
O -0.173 -4.432 1.597
C 0.364 -3.190 1.310
C 0.195 -2.200 2.530
N 1.060 -0.986 2.500
C 0.895 -0.137 3.656
C -0.346 0.753 3.408
O -0.304 1.814 4.339
C -1.471 2.674 4.352
H 0.756 -5.706 0.403
H -0.571 -5.265 -0.343
H -0.600 -6.371 0.881
H -0.073 -2.703 0.583
H 1.437 -3.343 1.034
H 0.171 -2.749 3.402
H -0.627 -1.709 2.372
H 0.770 -0.371 1.607
H 1.640 0.692 3.522
H 1.049 -0.427 4.623
H -1.259 0.309 3.489
H -0.174 1.286 2.309
H -1.248 3.099 3.326
H -1.467 3.433 5.112
H -2.417 2.208 4.127
C 4.355 -2.691 1.012
O 4.552 -1.884 -0.235
C 3.263 -1.288 -0.619
C 3.511 -0.177 -1.630
N 2.208 0.180 -2.224
C 2.464 1.361 -3.153
C 1.177 1.635 -3.926
O 1.387 2.645 -4.878
C 0.205 2.858 -5.720
H 3.972 -3.642 0.739
H 3.891 -2.215 1.867
H 5.265 -3.268 1.361
H 2.559 -1.015 0.233
H 2.583 -2.093 -1.287
H 4.083 -0.458 -2.287
H 3.982 0.645 -1.104
H 1.607 0.407 -1.589
H 3.337 1.350 -4.026
H 2.624 2.096 -2.417
H 0.466 2.111 -3.323
H 0.726 0.736 -4.223
H -0.465 2.807 -4.969
H -0.168 1.974 -6.400
H 0.436 3.829 -6.193
C -0.434 5.235 -1.966
O -1.232 4.477 -1.012
C -1.392 3.086 -1.188
C -2.103 2.313 -0.105
N -2.220 0.811 -0.397
C -3.087 0.151 0.634
C -3.089 -1.236 0.347
O -4.006 -1.920 1.279
C -4.240 -3.354 1.180
H -0.305 6.407 -1.886
H -1.283 5.430 -2.791
H 0.243 4.740 -2.275
H -0.501 2.447 -1.178
H -1.813 2.705 -2.169
H -3.017 2.801 0.128
H -1.350 2.665 0.756
H -1.216 0.495 -0.139
H -4.205 0.459 0.913
H -2.824 0.253 1.564
H -2.024 -1.656 0.558
H -3.250 -1.456 -0.783
H -3.239 -3.953 1.346
H -4.394 -3.864 0.130
H -5.152 -3.316 1.834

Calculated values
Energy relative to the best compared isomer or geometry (same formula, charge and spin) = 300.8 kJ/mol
2S+1 = 1
Total charge = -1
HOMO level = -4.89 eV

Löwdin population analysis, charges in e, atoms 1 to 4: O -0.38; H -0.05; C -0.12; O -0.16


(3)
Entry from OMol25: a molecular structure, C18H47AlClN4O8 (ωB97M-V/def2-TZVPD).

Geometry (Å):
O 7.439 1.058 -2.806
N 6.377 1.384 -2.350
O 5.353 0.823 -2.960
Al 3.670 1.241 -2.360
Cl 3.430 3.407 -2.499
H 3.546 0.775 -0.830
H 2.708 0.543 -3.425
C -1.283 -2.939 -6.987
O -2.412 -2.484 -6.277
C -2.894 -3.371 -5.278
C -2.632 -2.845 -3.883
N -1.216 -2.842 -3.581
C -0.856 -2.290 -2.279
C -1.195 -0.832 -1.996
O -0.434 0.093 -2.738
C -0.891 0.396 -4.032
H -1.115 -2.238 -7.803
H -0.379 -2.981 -6.369
H -1.450 -3.939 -7.404
H -2.424 -4.354 -5.394
H -3.972 -3.482 -5.427
H -3.139 -3.509 -3.172
H -3.113 -1.859 -3.795
H -0.714 -2.348 -4.308
H 0.226 -2.395 -2.166
H -1.323 -2.899 -1.498
H -0.952 -0.644 -0.948
H -2.269 -0.629 -2.128
H -1.988 0.424 -4.074
H -0.543 -0.316 -4.789
H -0.494 1.377 -4.289
C 0.241 8.244 2.060
O 1.389 7.970 1.296
C 2.541 7.607 2.048
C 2.898 6.148 1.868
N 1.881 5.288 2.446
C 2.124 3.856 2.291
C 2.196 3.300 0.876
O 0.952 3.328 0.200
C 0.635 4.529 -0.471
H -0.510 8.640 1.378
H -0.165 7.353 2.553
H 0.444 8.991 2.837
H 2.366 7.816 3.110
H 3.371 8.229 1.702
H 3.844 5.971 2.393
H 3.087 5.962 0.803
H 0.983 5.518 2.037
H 1.330 3.326 2.824
H 3.066 3.616 2.799
H 2.487 2.249 0.930
H 2.954 3.803 0.268
H 1.530 5.108 -0.713
H -0.042 5.164 0.115
H 0.153 4.255 -1.410
C 0.205 -3.030 5.699
O 0.028 -4.322 5.161
C -1.196 -4.957 5.500
C -2.077 -5.129 4.281
N -2.536 -3.846 3.787
C -3.303 -3.883 2.552
C -2.617 -4.418 1.298
O -1.587 -3.586 0.805
C -0.313 -3.754 1.394
H 1.226 -2.729 5.476
H -0.482 -2.294 5.268
H 0.061 -3.027 6.786
H -1.724 -4.373 6.261
H -0.961 -5.940 5.917
H -2.949 -5.728 4.569
H -1.516 -5.718 3.541
H -1.748 -3.219 3.685
H -3.640 -2.867 2.336
H -4.201 -4.488 2.726
H -3.370 -4.465 0.507
H -2.231 -5.435 1.448
H -0.137 -4.800 1.667
H -0.175 -3.140 2.288
H 0.426 -3.448 0.653

Calculated values
2S+1 = 1
Total charge = -1
HOMO level = -5.59 eV

Löwdin population analysis, charges in e, atoms 1 to 4: O -0.07; N -0.20; O -0.29; Al -0.16


Result set for total energy: -104418.33171 -38200.02334 -60886.33701 eV, one per record in the order listed.
Result set for strongest force on any atom: 0.10 15.07 0.33 eV/A, one per record in the order listed.